This record from the OMol25 dataset describes 3 unconnected molecules or ions with the total composition C16H36B3BrO11 in a non-equilibrium geometry. The level of theory is ωB97M-V with the def2-TZVPD basis set.

```
67
Properties=species:S:1:pos:R:3:forces:R:3:mulliken_charge:R:1
O -0.7742 4.0077 0.6579 -7.77 0.09 -3.46 -0.55
C -2.0161 3.9742 0.1683 4.68 -1.45 2.30 0.47
O -2.7931 2.7028 0.3447 2.10 2.07 -1.63 -0.47
C -2.8030 5.1971 -0.5875 0.07 1.00 0.84 -0.45
C -2.5804 5.2773 -2.2081 -0.88 0.63 -0.16 -0.43
C -2.6729 3.8467 -3.0004 0.77 -0.63 -0.95 -0.36
B -1.3101 3.7761 -3.9748 0.10 0.04 -1.18 0.29
O -0.3682 2.6404 -4.0128 1.46 4.12 1.53 -0.29
B 0.9899 3.1841 -3.6689 -0.90 1.02 -1.67 0.53
O 1.5274 4.4632 -4.2393 -4.71 -0.65 0.60 -0.38
B 0.4323 5.3803 -4.6110 -0.30 -0.95 -0.56 0.38
Br 0.9499 7.3496 -4.8009 -0.67 -2.12 0.14 -0.27
O -0.9878 4.9633 -4.8413 3.44 -1.17 2.99 -0.22
H -2.2416 1.9202 0.0213 -0.59 1.71 0.95 0.33
H -2.3538 6.2077 -0.1393 -0.84 -2.38 -0.87 0.29
H -3.9634 5.2395 -0.3218 2.62 -0.66 -0.54 0.31
H -3.4618 5.9559 -2.6382 2.01 -1.37 1.08 0.31
H -1.5878 5.8924 -2.4374 -2.05 -1.60 0.54 0.15
H -3.6336 3.7413 -3.6936 1.96 0.46 1.59 0.30
H -2.6565 2.8943 -2.3215 -0.13 1.97 -1.03 0.14
H 1.7170 2.6524 -2.8789 -0.39 -0.05 -0.43 -0.08
C 1.7636 -0.1545 -3.9481 0.10 -0.39 0.18 -0.74
O 1.7596 -1.0935 -2.8836 -0.50 0.30 -0.17 -0.35
C 0.9675 -0.6927 -1.7670 0.09 -0.65 -0.09 -0.43
C 0.1703 -1.8804 -1.2084 -0.01 0.17 -0.13 0.04
O -0.9021 -2.3418 -2.0407 0.43 0.00 -0.03 -0.48
C -0.5454 -2.9247 -3.2973 -0.07 -0.06 -0.16 -0.20
C 0.1739 -4.2770 -3.2151 0.24 0.57 -0.06 -0.55
O 1.4800 -4.1352 -2.6608 -0.40 -0.24 0.45 -0.30
C 1.7768 -5.1049 -1.6664 0.18 0.27 -0.26 -0.81
H 2.4971 0.6250 -3.7453 0.05 0.21 -0.12 0.33
H 2.0429 -0.6790 -4.8645 0.07 -0.02 0.13 0.33
H 0.7751 0.2916 -4.0995 0.02 0.01 0.05 0.23
H 0.2733 0.1137 -2.0339 0.02 -0.06 -0.10 0.20
H 1.6512 -0.3202 -0.9978 -0.15 0.06 0.23 0.44
H -0.3039 -1.5486 -0.2804 -0.12 0.07 -0.10 0.39
H 0.8244 -2.7089 -0.9318 0.16 0.13 -0.19 -0.21
H 0.0051 -2.2062 -3.9139 0.17 -0.26 0.20 -0.02
H -1.4933 -3.0891 -3.8235 0.02 -0.07 0.23 0.46
H 0.2932 -4.6822 -4.2258 -0.24 0.02 -0.08 0.41
H -0.4370 -4.9788 -2.6365 0.07 0.07 0.08 0.33
H 0.9262 -5.2718 -0.9974 -0.02 -0.05 -0.05 0.37
H 2.6097 -4.7316 -1.0649 -0.03 0.00 -0.16 0.24
H 2.0756 -6.0433 -2.1398 -0.05 -0.16 0.14 0.29
C -0.0585 -3.3372 2.5382 0.32 0.21 0.19 -0.57
O 0.6097 -2.2234 3.1109 -0.60 -0.06 -0.03 -0.30
C -0.0157 -0.9722 2.8311 0.34 -0.04 0.58 -0.28
C -0.0185 -0.0725 4.0755 -0.12 -0.04 -0.12 -0.37
O -0.8985 -0.4886 5.1282 0.38 -0.22 -0.16 -0.48
C -0.5900 -1.7217 5.7842 -0.07 -0.09 0.10 -0.23
C 0.6794 -1.7098 6.6450 -0.09 -0.19 -0.58 -0.50
O 1.8497 -1.5918 5.8392 -0.11 0.57 0.28 -0.27
C 2.7746 -0.6313 6.3283 -0.05 -0.33 -0.24 -0.84
H 0.2461 -3.4513 1.4984 -0.14 -0.15 -0.22 0.04
H 0.2296 -4.2313 3.0955 0.08 0.10 -0.05 0.28
H -1.1468 -3.2337 2.6005 0.01 0.03 -0.05 0.39
H -1.0467 -1.1063 2.4810 0.04 -0.08 0.08 0.35
H 0.5599 -0.4896 2.0351 -0.08 0.27 -0.04 0.20
H -0.3801 0.9123 3.7664 -0.16 -0.09 0.02 0.43
H 0.9907 0.0852 4.4595 0.02 -0.25 -0.14 0.10
H -0.5902 -2.5506 5.0682 0.31 0.16 0.11 0.01
H -1.4373 -1.9180 6.4522 0.10 0.22 0.01 0.43
H 0.7540 -2.6585 7.1878 -0.23 -0.01 0.11 0.39
H 0.6117 -0.9007 7.3809 0.05 0.04 -0.11 0.33
H 2.2696 0.2762 6.6756 0.00 -0.05 0.06 0.40
H 3.4413 -0.3523 5.5083 -0.06 -0.14 0.05 0.24
H 3.3696 -1.0656 7.1354 0.06 0.16 0.13 0.30
```
Forces are in eV/Å.

Output
Energy   -111769.9872 eV
Largest force on an atom   8.5 eV/A
Total charge   0
Structure (SMILES)   O=C(O)CCCB1OBOB(Br)O1.COCCOCCOC.COCCOCCOC
Orbital gap   0.3355 Ha
LUMO energy   0.09 eV